Record 1
{
  "formula": "C5H35N2O11S",
  "method": "wB97M-V/def2-TZVPD",
  "species": ["C", "N", "C", "C", "S", "C", "N", "C", "H", "H", "H", "H", "H", "H", "H", "H", "H", "H", "H", "H", "H", "H", "H", "O", "H", "H", "O", "H", "H", "O", "H", "H", "O", "H", "H", "O", "H", "H", "O", "H", "H", "O", "H", "H", "O", "H", "H", "O", "H", "H", "O", "H", "H", "O"],
  "coordinates": [[0.517, 0.954, 0.257], [0.488, 2.437, 0.257], [0.463, 2.879, -1.198], [-0.875, 2.949, -1.925], [-0.959, 1.779, -3.303], [-0.906, 0.379, 0.063], [-1.149, -1.048, 0.245], [-1.647, -1.406, 1.580], [1.055, 0.613, -0.631], [0.966, 0.617, 1.192], [1.395, 2.785, 0.557], [1.119, 3.767, -1.200], [1.218, 2.267, -1.713], [-0.892, 3.969, -2.322], [-1.712, 2.803, -1.241], [-1.453, 1.067, 0.711], [-1.191, 0.603, -0.968], [-0.265, -1.540, 0.042], [-2.243, -0.573, 1.940], [-2.403, -2.204, 1.433], [-0.979, -1.974, 2.227], [3.213, -0.121, -1.056], [4.542, -0.186, -0.695], [3.810, 0.448, -0.516], [-0.211, -1.186, -3.454], [0.776, 0.023, -3.627], [0.682, -0.870, -3.265], [-3.712, 0.358, -2.162], [-3.310, -0.217, -0.784], [-4.050, 0.164, -1.271], [-1.457, 2.127, 3.305], [-2.185, 1.110, 4.038], [-1.273, 1.458, 4.052], [1.966, -1.904, 1.557], [0.660, -2.836, 1.627], [1.213, -2.306, 1.048], [0.337, 0.307, 3.899], [0.764, -0.600, 2.701], [0.965, -0.377, 3.607], [-1.849, -1.061, -2.948], [-1.827, -2.171, -1.972], [-1.925, -2.024, -2.925], [3.576, -0.474, 1.066], [3.957, -1.013, 2.400], [3.558, -1.320, 1.580], [-1.174, 2.650, 1.462], [-0.954, 3.883, 2.263], [-1.577, 3.154, 2.203], [2.078, -1.919, -2.137], [1.849, -2.028, -0.615], [2.540, -1.894, -1.286], [-0.590, -3.984, -2.154], [-0.352, -3.846, -0.630], [-0.592, -4.468, -1.315]],
  "mulliken_charge": [0.727, -0.415, -0.646, -0.653, -0.604, -0.993, 0.663, -1.063, -0.325, 0.200, 0.302, 0.503, 0.293, 0.277, 0.372, 0.733, -0.600, -0.053, 0.299, 0.347, 0.268, 0.371, 0.331, -0.725, 0.308, 0.183, -0.557, 0.337, 0.302, -0.686, 0.411, 0.291, -0.754, 0.264, 0.331, -0.771, 0.392, 0.192, -0.676, 0.222, 0.423, -0.807, 0.361, 0.312, -0.647, 0.465, 0.325, -0.811, 0.307, 0.314, -0.655, 0.341, 0.352, -0.679],
  "relative_energy_ev": 0.160,
  "charge": -1,
  "energy_ev": -42092.335,
  "homo_ev": -3.8
}

=====

Record 2
{
  "formula": "C5H35N2O12",
  "method": "wB97M-V/def2-TZVPD",
  "species": ["C", "O", "C", "C", "C", "C", "N", "N", "H", "H", "H", "H", "H", "H", "H", "H", "H", "H", "H", "H", "H", "H", "H", "O", "H", "H", "O", "H", "H", "O", "H", "H", "O", "H", "H", "O", "H", "H", "O", "H", "H", "O", "H", "H", "O", "H", "H", "O", "H", "H", "O", "H", "H", "O"],
  "coordinates": [[0.782, 0.146, 0.485], [1.748, 0.702, 1.344], [0.296, -1.204, 1.036], [-0.775, -1.986, 0.343], [-1.159, -3.219, 1.111], [-0.698, -4.422, 0.725], [-2.085, -3.026, 2.094], [1.552, -2.020, 1.233], [1.316, 0.041, -0.463], [-0.053, 0.833, 0.338], [1.315, 1.134, 2.105], [0.058, -0.880, 2.053], [-0.522, -2.226, -0.691], [-1.603, -1.281, 0.218], [-0.193, -4.628, -0.210], [-0.856, -5.319, 1.318], [-2.611, -2.185, 2.262], [-2.339, -3.844, 2.625], [1.413, -2.761, 1.898], [2.321, -1.385, 1.493], [1.914, -2.555, 0.454], [0.240, -0.315, -3.695], [1.500, 0.303, -3.340], [0.897, -0.353, -2.969], [2.751, 2.297, -3.571], [1.430, 3.129, -3.362], [1.787, 2.241, -3.497], [-1.523, 1.098, -2.537], [-0.296, 0.602, -1.909], [-1.075, 1.159, -1.678], [-0.660, 4.648, -1.278], [-1.100, 3.167, -1.261], [-1.091, 3.965, -1.809], [-3.588, 1.479, 0.179], [-2.006, 1.422, -0.146], [-2.704, 1.495, 0.548], [-1.671, 0.225, 3.325], [-2.498, 0.562, 2.081], [-2.390, -0.124, 2.766], [-0.295, 2.350, 2.812], [0.621, 2.277, 3.919], [0.183, 1.648, 3.326], [-1.259, 1.460, -5.215], [-2.327, 0.478, -4.534], [-1.381, 0.672, -4.675], [4.159, -0.062, 1.519], [4.703, -1.079, 0.432], [4.116, -0.991, 1.209], [2.210, -1.014, -1.953], [3.578, -1.487, -2.250], [2.847, -1.708, -1.690], [-2.052, 2.896, 1.753], [-1.649, 4.321, 1.877], [-1.261, 3.448, 1.909]],
  "mulliken_charge": [-1.483, 0.119, -0.162, -0.450, 0.442, -1.215, -0.354, -0.119, 0.191, 0.049, 0.368, -0.121, 0.434, 0.121, 0.337, 0.265, 0.189, 0.197, 0.488, 0.420, 0.341, -0.010, 0.299, -0.428, 0.316, 0.115, -0.364, -0.127, 0.279, 0.094, 0.327, 0.263, -0.550, 0.116, 0.072, -0.139, 0.257, 0.361, -0.618, 0.337, 0.347, -0.673, 0.243, 0.208, -0.376, 0.290, 0.296, -0.625, 0.139, 0.306, -0.651, 0.251, 0.256, -0.668],
  "multiplicity": 2,
  "relative_energy_ev": 1.683,
  "energy_ev": -33300.865,
  "homo_ev": [-2.0, -8.3]
}

=====

Record 3
{
  "formula": "C5H35N2O13",
  "method": "wB97M-V/def2-TZVPD",
  "species": ["O", "C", "C", "C", "C", "C", "N", "N", "H", "H", "H", "H", "H", "H", "H", "H", "H", "H", "H", "H", "H", "O", "H", "H", "O", "H", "H", "O", "H", "H", "O", "H", "H", "O", "H", "H", "O", "H", "H", "O", "H", "H", "O", "H", "H", "O", "H", "H", "O", "H", "H", "O", "H", "H", "O"],
  "coordinates": [[3.168, 3.358, -0.140], [3.238, 2.160, -0.366], [1.913, 1.550, -0.800], [1.618, 0.367, 0.118], [0.404, -0.400, -0.230], [-0.535, -0.870, 0.597], [-1.628, -1.563, 0.080], [0.729, 2.485, -0.700], [4.210, 1.734, -0.611], [2.001, 1.123, -1.814], [1.495, 0.906, 1.062], [2.570, -0.201, 0.149], [0.333, -0.647, -1.316], [-0.579, -0.959, 1.680], [-1.714, -1.513, -0.918], [-2.483, -1.557, 0.594], [0.366, 2.525, 0.256], [0.081, 2.067, -1.427], [1.118, 3.418, -0.962], [-1.663, 2.775, -0.949], [-2.128, 2.332, -2.233], [-1.481, 2.967, -1.890], [2.058, 0.919, 3.895], [2.220, -0.709, 3.679], [1.710, 0.096, 3.552], [-0.477, 1.256, -3.805], [-0.155, 2.744, -3.692], [0.215, 1.877, -3.488], [-0.738, -1.547, 3.904], [-0.105, -0.243, 3.542], [-0.988, -0.660, 3.615], [-3.165, 0.703, 0.287], [-4.049, 1.357, -1.007], [-3.227, 1.185, -0.558], [-1.231, 1.380, 1.205], [-2.058, 2.553, 1.575], [-1.153, 2.327, 1.346], [1.830, -2.106, -0.947], [3.332, -2.645, -1.019], [2.713, -1.973, -1.309], [-0.797, -0.874, -3.873], [-1.928, 0.025, -3.939], [-1.275, -0.270, -3.282], [-3.814, 0.630, 2.256], [-2.268, -0.005, 2.673], [-2.871, 0.544, 2.113], [-0.227, -4.270, -1.590], [0.012, -3.392, -2.782], [-0.211, -3.335, -1.842], [-0.199, -3.326, 0.143], [-1.032, -3.480, 1.407], [-0.269, -3.845, 0.956], [2.605, -2.868, 2.769], [1.873, -2.089, 1.724], [2.639, -2.015, 2.312]],
  "mulliken_charge": [-0.522, -0.222, 0.133, -1.455, -0.209, -0.819, -0.269, 0.023, 0.442, 0.410, 0.554, 0.646, 0.816, 0.428, 0.092, 0.275, 0.259, 0.248, 0.373, 0.336, 0.304, -0.673, 0.245, 0.309, -0.604, 0.364, 0.316, -0.612, 0.294, 0.417, -0.757, 0.249, 0.261, -0.539, 0.303, 0.358, -0.732, 0.418, 0.302, -0.632, 0.287, 0.319, -0.645, 0.269, 0.262, -0.606, 0.246, 0.264, -0.528, 0.346, 0.365, -0.704, 0.300, 0.382, -0.683],
  "relative_energy_ev": 5.219,
  "charge": 1,
  "energy_ev": -35344.057,
  "homo_ev": -11.2
}

=====

Record 4
{
  "formula": "C5H35NO14",
  "method": "wB97M-V/def2-TZVPD",
  "species": ["C", "C", "O", "C", "N", "C", "C", "O", "H", "H", "H", "H", "H", "H", "H", "H", "H", "H", "H", "H", "H", "O", "H", "H", "O", "H", "H", "O", "H", "H", "O", "H", "H", "O", "H", "H", "O", "H", "H", "O", "H", "H", "O", "H", "H", "O", "H", "H", "O", "H", "H", "O", "H", "H", "O"],
  "coordinates": [[-2.061, 1.576, 0.382], [-3.451, 1.268, -0.208], [-3.675, 1.872, -1.472], [-0.944, 0.950, -0.383], [0.209, 0.564, 0.317], [1.393, 0.141, -0.336], [2.423, -0.436, 0.611], [-0.930, 0.809, -1.598], [-1.930, 2.657, 0.355], [-2.021, 1.256, 1.419], [-3.604, 0.185, -0.269], [-4.205, 1.709, 0.434], [-2.959, 1.624, -2.051], [0.249, 0.668, 1.343], [1.132, -0.565, -1.130], [1.836, 1.026, -0.831], [2.625, 0.221, 1.462], [2.101, -1.378, 1.047], [3.354, -0.601, 0.080], [-0.909, 0.639, 3.267], [0.487, 0.170, 3.626], [-0.030, 1.001, 3.508], [0.447, -2.015, 2.933], [0.700, -2.029, 4.456], [0.918, -1.557, 3.644], [-1.339, -1.317, 1.884], [-2.746, -0.871, 2.394], [-1.895, -0.534, 2.090], [2.603, -1.527, -2.468], [1.253, -2.337, -2.458], [2.212, -2.391, -2.234], [1.855, 3.368, 2.752], [0.569, 2.441, 2.789], [0.981, 3.218, 2.352], [0.474, 4.587, -0.345], [0.708, 3.431, 0.666], [0.566, 3.624, -0.295], [-1.688, -2.649, -1.210], [-2.290, -3.997, -0.686], [-2.145, -3.071, -0.449], [0.421, 1.855, -2.530], [1.238, 2.942, -1.857], [1.244, 2.368, -2.650], [-0.803, -0.899, -2.235], [-1.336, -1.792, -3.393], [-0.874, -1.818, -2.548], [2.845, -3.285, 0.715], [2.107, -3.002, -0.635], [1.978, -3.344, 0.282], [3.731, 0.484, -3.296], [2.300, 0.927, -2.812], [2.902, 0.165, -2.941], [0.464, -2.961, 1.115], [-1.079, -2.910, 0.863], [-0.408, -2.777, 1.580]],
  "mulliken_charge": [-0.142, -0.716, -0.544, 0.475, 1.555, 0.643, -1.535, -0.902, 0.283, 0.146, 0.298, 0.408, 0.339, -0.261, -0.047, 0.104, 0.406, 0.104, 0.497, 0.327, 0.442, -0.760, 0.386, 0.290, -0.657, 0.412, 0.240, -0.523, 0.411, 0.359, -0.746, 0.299, 0.344, -0.695, 0.281, 0.350, -0.596, 0.444, 0.315, -0.695, 0.301, 0.419, -0.742, 0.287, 0.267, -0.731, 0.303, 0.462, -0.765, 0.274, 0.385, -0.606, 0.361, 0.334, -0.888],
  "multiplicity": 2,
  "relative_energy_ev": 0.045,
  "charge": 1,
  "energy_ev": -35902.565,
  "homo_ev": [-13.5, -13.5]
}

=====

Record 5
{
  "formula": "C5H35NO14",
  "method": "wB97M-V/def2-TZVPD",
  "species": ["C", "C", "C", "O", "C", "N", "C", "O", "H", "H", "H", "H", "H", "H", "H", "H", "H", "H", "H", "H", "H", "O", "H", "H", "O", "H", "H", "O", "H", "H", "O", "H", "H", "O", "H", "H", "O", "H", "H", "O", "H", "H", "O", "H", "H", "O", "H", "H", "O", "H", "H", "O", "H", "H", "O"],
  "coordinates": [[-0.500, -0.753, 0.263], [0.838, -1.457, 0.588], [0.585, -2.875, 1.062], [1.689, -1.605, -0.579], [-0.352, 0.667, -0.189], [-1.044, 1.695, 0.423], [-1.878, 1.517, 1.552], [0.362, 1.003, -1.150], [-1.022, -1.349, -0.496], [-1.166, -0.825, 1.117], [1.410, -0.887, 1.324], [-0.041, -3.439, 0.372], [1.526, -3.413, 1.167], [0.108, -2.885, 2.042], [1.614, -0.803, -1.111], [-0.825, 2.728, 0.186], [-2.588, 0.615, 1.450], [-2.459, 2.429, 1.684], [-1.288, 1.371, 2.476], [3.442, -1.247, -0.311], [4.734, -1.673, 0.441], [4.334, -0.950, -0.049], [-3.601, -1.327, -1.469], [-3.130, -2.739, -0.984], [-3.799, -2.030, -0.808], [-3.500, -1.301, 0.626], [-3.966, -1.265, 2.161], [-3.331, -0.901, 1.533], [0.986, 2.944, 2.716], [1.630, 4.352, 2.816], [0.780, 3.904, 2.738], [0.085, -2.429, -2.980], [0.904, -2.802, -1.747], [0.365, -3.200, -2.463], [-2.202, -0.160, -2.911], [-2.813, 0.853, -1.887], [-3.021, 0.089, -2.431], [3.143, 2.406, 0.419], [3.989, 1.121, 0.759], [3.607, 1.939, 1.139], [2.529, 3.385, -1.721], [1.521, 2.379, -1.070], [2.128, 3.119, -0.886], [1.885, 1.052, 3.470], [2.306, 1.487, 2.051], [1.501, 1.280, 2.611], [0.040, 4.183, 1.197], [0.715, 4.000, -0.202], [-0.148, 4.140, 0.227], [-1.086, -3.722, -1.672], [-2.277, -4.713, -1.794], [-1.922, -4.018, -1.231], [-0.110, 0.221, -2.710], [-0.214, 0.152, -4.292], [-0.475, -0.268, -3.466]],
  "mulliken_charge": [0.328, 0.406, -1.464, -0.744, -0.494, 0.310, -0.800, -0.754, -0.021, 0.773, 0.129, 0.215, 0.438, 0.415, 0.442, 0.594, 0.432, 0.399, 0.343, 0.378, 0.297, -0.687, 0.433, 0.438, -0.834, 0.417, 0.258, -0.618, 0.451, 0.329, -0.734, 0.377, 0.359, -0.783, 0.415, 0.296, -0.729, 0.422, 0.338, -0.769, 0.298, 0.450, -0.776, 0.305, 0.375, -0.692, 0.459, 0.421, -0.804, 0.414, 0.301, -0.697, 0.360, 0.255, -0.672],
  "multiplicity": 2,
  "relative_energy_ev": 0.000,
  "charge": 1,
  "energy_ev": -35902.610,
  "homo_ev": [-13.9, -13.9]
}

=====

Record 6
{
  "formula": "C5H37N2O12",
  "method": "wB97M-V/def2-TZVPD",
  "species": ["C", "N", "C", "C", "O", "C", "N", "C", "H", "H", "H", "H", "H", "H", "H", "H", "H", "H", "H", "H", "H", "H", "H", "H", "H", "O", "H", "H", "O", "H", "H", "O", "H", "H", "O", "H", "H", "O", "H", "H", "O", "H", "H", "O", "H", "H", "O", "H", "H", "O", "H", "H", "O", "H", "H", "O"],
  "coordinates": [[0.843, 1.588, -1.047], [0.889, 0.232, -1.502], [1.639, -0.040, -2.728], [2.180, -1.502, -2.828], [1.087, -2.451, -2.920], [-0.615, 2.108, -1.498], [-1.539, 1.352, -0.716], [-2.959, 1.670, -1.276], [0.984, 1.532, 0.080], [1.775, 2.196, -1.347], [1.099, -0.449, -0.806], [0.825, 0.024, -3.574], [2.393, 0.806, -3.115], [2.951, -1.814, -3.783], [2.782, -1.902, -2.088], [0.275, -1.890, -3.242], [-0.465, 1.897, -2.591], [-1.021, 3.114, -1.447], [-1.324, 0.356, -0.958], [-1.541, 1.628, 0.301], [-3.200, 1.109, -2.207], [-3.004, 2.761, -1.509], [-3.759, 1.478, -0.565], [0.993, -3.443, -1.637], [1.340, -3.201, -0.199], [0.898, -3.818, -0.717], [-2.085, -2.591, -0.783], [-0.729, -2.468, -1.592], [-1.548, -2.020, -1.428], [-1.248, 3.208, 2.627], [-2.843, 3.288, 2.655], [-2.055, 3.357, 2.063], [-0.249, -3.183, 4.158], [-1.541, -3.406, 3.332], [-0.778, -2.821, 3.377], [4.285, 3.006, 1.638], [4.479, 1.741, 1.419], [3.868, 2.253, 1.825], [-0.790, 0.753, 4.864], [-2.232, 1.054, 4.794], [-1.498, 1.034, 4.317], [2.355, 3.020, 2.413], [1.744, 3.009, 3.811], [1.544, 3.123, 2.894], [-0.602, -4.081, 0.087], [-1.669, -4.128, 1.152], [-1.502, -3.862, 0.215], [-1.836, -1.357, -3.618], [-1.322, -1.768, -4.900], [-1.008, -1.182, -4.170], [1.097, -0.238, 1.921], [0.791, -1.840, 2.361], [1.400, -1.217, 1.897], [0.787, 1.787, 2.211], [-0.540, 1.031, 2.529], [0.198, 1.153, 1.848]],
  "mulliken_charge": [-0.132, 0.368, -0.856, -0.499, -0.700, -0.827, 0.399, -0.730, -0.184, 0.404, 0.016, 0.375, 0.247, 0.189, 0.460, 0.333, 0.275, 0.634, 0.121, 0.162, 0.271, 0.351, 0.344, 0.406, 0.324, -0.783, 0.325, 0.411, -0.580, 0.266, 0.315, -0.611, 0.325, 0.284, -0.624, 0.260, 0.270, -0.591, 0.272, 0.217, -0.484, 0.312, 0.310, -0.657, 0.367, 0.231, -0.609, 0.307, 0.306, -0.617, 0.498, 0.280, -0.665, 0.517, 0.340, -0.944],
  "relative_energy_ev": 5.748,
  "charge": 1,
  "energy_ev": -33327.340,
  "homo_ev": -11.7
}